ORCA calculation (ωB97M-V/def2-TZVPD) on C4H8O2S in the gas phase in a non-equilibrium geometry.

Computed properties:
- electronic energy (Eh) = -705.733756
- max |F| (eV/A) = 7.8
- ΔE to the lowest compared entry with this formula, charge and spin (kcal/mol) = 101.6
- gap between HOMO and LUMO (eV) = 9.699
- E_HOMO (eV) = -8.95

```
15
C4H8O2S (ωB97M-V/def2-TZVPD)
C 1.4778 -0.5867 -0.7054
C -0.9207 0.2642 -0.4051
C -0.5746 -0.6117 -1.5828
C -0.2002 -0.1198 1.0150
O 1.7347 -1.7487 1.9310
O 0.7692 -0.2779 -1.7670
S 0.8425 -1.6343 0.8583
H 2.3752 -1.1346 -1.0278
H 1.8193 0.2844 -0.2055
H -0.7696 1.2433 -0.4736
H -1.9466 0.0692 -0.2490
H -0.8771 -1.6794 -1.3499
H -1.1502 -0.2248 -2.6122
H 0.5833 0.5764 1.3491
H -0.7342 -0.2520 2.0104
```